Entry 1:
Formula: C30H42ClN3O2PdSb
Source: the Open Molecules 2025 dataset
Level of theory: ωB97M-V/def2-TZVPD

Geometry as XYZ:
```
80
Properties=species:S:1:pos:R:3:lowdin_charge:R:1
Pd 0.44958 -0.09526 -0.92075 0.154
Cl 6.04328 -4.94768 2.51067 0.574
C 4.58529 -4.09796 2.03890 -0.701
C 3.34066 -4.72516 2.19862 -0.138
C 2.19949 -4.07692 1.82460 -0.029
C 2.18919 -2.74096 1.26968 -0.398
O 1.10198 -2.20243 0.94375 -0.107
C 3.49703 -2.13065 1.12825 -0.134
C 3.73299 -0.82831 0.55936 -0.097
N 2.86883 0.02073 0.13492 0.079
C 3.34064 1.21388 -0.38750 -0.238
C 4.24010 2.02990 0.26384 -0.030
C 4.67872 3.23978 -0.31084 -0.093
C 4.23301 3.63767 -1.53688 -0.062
C 3.29787 2.83577 -2.23864 -0.165
C 2.80587 3.17614 -3.51715 -0.032
C 1.91638 2.34777 -4.13809 -0.059
C 1.48379 1.18501 -3.47038 -0.128
N 1.90774 0.84830 -2.27233 0.016
C 2.82964 1.63675 -1.65787 -0.159
C 4.65100 -2.83798 1.51288 -0.103
H 3.29682 -5.72385 2.61715 0.093
H 1.23065 -4.54857 1.94390 0.100
H 4.80114 -0.57708 0.46203 0.119
H 4.59642 1.73812 1.24361 0.109
H 5.38198 3.85417 0.23875 0.097
H 4.57303 4.56282 -1.98748 0.102
H 3.14957 4.08969 -3.98927 0.109
H 1.52733 2.56984 -5.12290 0.098
H 0.75776 0.51805 -3.92173 0.099
H 5.61827 -2.36303 1.38395 0.100
C -0.87745 -4.49835 -3.49364 -0.026
C -0.40147 -3.13886 -3.00186 -0.610
N -0.15342 -3.08108 -1.68081 0.160
O -0.26780 -2.19524 -3.76820 0.000
H -1.79544 -4.79420 -2.98301 0.072
H -0.12159 -5.26058 -3.29736 0.074
H -1.05982 -4.43745 -4.56295 0.070
H -0.25575 -3.88789 -1.09226 0.097
H 0.15575 -2.21743 -1.21889 0.024
C -4.41530 1.99239 -0.09615 -0.120
C -3.36135 1.13948 -0.78773 -0.704
C -3.99514 -0.16166 -1.28943 -0.143
C -2.83840 1.88543 -2.02155 -0.153
Sb -1.57813 0.53207 0.36055 1.555
C -1.10875 2.29742 1.57709 -0.704
C -1.02373 3.47966 0.61070 -0.142
C 0.28429 2.05699 2.16557 -0.137
C -2.08527 2.62849 2.70179 -0.120
C -2.36718 -0.87969 1.85669 -0.692
C -1.37172 -0.93806 3.01920 -0.128
C -2.34723 -2.25729 1.18662 -0.144
C -3.76645 -0.57245 2.38634 -0.121
H -5.21764 2.22338 -0.81094 0.079
H -4.00493 2.94669 0.24060 0.053
H -4.87017 1.49548 0.76316 0.062
H -4.78387 0.06604 -2.01848 0.079
H -4.45380 -0.73187 -0.48004 0.050
H -3.26011 -0.79922 -1.78581 0.071
H -3.64381 1.97752 -2.76205 0.077
H -2.00513 1.35084 -2.48496 0.046
H -2.49521 2.89255 -1.77821 0.059
H -0.41568 3.23821 -0.26521 0.065
H -0.55959 4.33620 1.11639 0.079
H -2.01371 3.79503 0.27077 0.054
H 0.99038 1.73351 1.39608 0.043
H 0.27674 1.29148 2.94590 0.064
H 0.65554 2.98894 2.61184 0.079
H -3.09397 2.82835 2.33767 0.060
H -1.74147 3.52762 3.23217 0.081
H -2.15039 1.82589 3.43656 0.051
H -0.35313 -1.10121 2.65558 0.063
H -1.62999 -1.78594 3.66700 0.083
H -1.39753 -0.03710 3.63533 0.052
H -1.32874 -2.50996 0.88233 0.039
H -2.99867 -2.31191 0.31181 0.058
H -2.68824 -3.01235 1.90840 0.081
H -3.84672 0.43317 2.80377 0.057
H -4.01546 -1.28456 3.18518 0.079
H -4.52938 -0.67704 1.61142 0.055
```

Computed properties:
2S+1 = 1
Total charge = -1
HOMO = -3.67 eV
Electronic energy = -2311.49752 Ha
Energy above the lowest of the compared OMol25 structures with the same formula, charge and spin = 0.00 kJ/mol

Entry 2:
Formula: C23H80FeN22O17
Source: the Open Molecules 2025 dataset
Level of theory: ωB97M-V/def2-TZVPD

Geometry as XYZ:
```
143
Properties=species:S:1:pos:R:3:mulliken_spin:R:1
Fe 18.35699 -12.17918 -8.40872 3.780
C 17.88845 -11.13297 -13.67277 -0.002
O 17.93953 -9.76079 -14.07303 0.000
H 17.90158 -11.11386 -12.58390 0.001
H 16.97911 -11.69067 -13.93756 0.000
H 18.70962 -11.71165 -14.09901 0.000
H 17.84736 -9.75764 -15.02901 0.000
C 23.35253 -12.60008 -8.44762 0.000
O 24.29124 -13.50226 -9.01197 0.000
H 23.69919 -11.56489 -8.54607 0.000
H 22.33918 -12.68060 -8.85744 0.000
H 23.33295 -12.81995 -7.37941 0.000
H 24.26600 -13.39471 -9.96875 0.000
C 22.34391 -7.87111 -8.73945 0.000
O 21.86057 -9.12918 -9.25897 0.000
H 23.43261 -7.90087 -8.62234 0.000
H 22.10067 -7.08974 -9.45403 0.000
H 21.82603 -7.83180 -7.78418 0.000
H 22.32402 -9.27883 -10.08998 0.000
C 23.03680 -16.07914 -7.25949 0.000
C 22.90998 -15.29453 -5.98410 0.000
C 21.45790 -14.87381 -5.70264 0.000
O 23.30831 -16.14198 -4.88174 0.000
H 22.44663 -16.98716 -7.10932 0.000
H 24.07029 -16.42130 -7.36653 0.000
H 22.80299 -15.42955 -8.09925 0.000
H 23.54360 -14.40599 -6.01236 0.000
H 20.83444 -15.75807 -5.55295 0.000
H 21.09576 -14.28897 -6.55726 0.001
H 21.37591 -14.29166 -4.78660 0.000
H 24.25234 -16.31396 -4.94559 0.000
C 20.93297 -19.04716 -11.44204 0.000
C 20.76417 -17.53019 -11.32290 0.000
C 21.22643 -16.98092 -9.99114 -0.001
O 21.50849 -16.87141 -12.36092 0.000
H 20.64261 -19.50676 -10.50049 0.000
H 21.98168 -19.30761 -11.59803 0.000
H 20.40043 -19.44795 -12.30759 0.000
H 19.71472 -17.24135 -11.39224 0.000
H 21.17758 -15.88664 -9.99439 0.001
H 22.29372 -17.21032 -9.90075 0.000
H 20.65355 -17.40689 -9.17132 0.000
H 20.92239 -16.37602 -12.93811 0.000
C 13.88833 -15.48638 -7.97389 0.000
C 13.08638 -14.19668 -7.70370 0.000
C 13.23401 -13.20264 -8.82491 0.001
O 11.74119 -14.58746 -7.46541 0.000
H 13.82041 -15.75867 -9.03135 0.000
H 13.42397 -16.28328 -7.39693 0.000
H 14.93010 -15.27124 -7.69652 0.000
H 13.54724 -13.70228 -6.83666 0.000
H 14.27385 -12.89843 -8.94950 -0.001
H 12.60647 -12.32727 -8.67736 0.000
H 12.95445 -13.61418 -9.79354 0.000
H 11.24494 -13.78059 -7.29050 0.000
C 16.93101 -16.63926 -11.08718 0.000
O 17.74787 -15.72024 -11.02082 0.003
N 17.23866 -17.94115 -11.24980 0.000
N 15.59720 -16.39886 -10.89408 0.000
H 16.54179 -18.67427 -11.25802 0.000
H 18.19973 -18.21012 -11.45165 0.000
H 14.84615 -17.07910 -10.96535 0.000
H 15.28210 -15.47559 -10.62557 0.000
C 18.08817 -9.34619 -9.89780 -0.008
O 18.03354 -10.26464 -9.06295 0.020
N 19.24678 -8.81801 -10.31188 0.005
N 16.92324 -8.80549 -10.39191 0.004
H 20.09474 -9.08978 -9.82817 -0.001
H 19.22256 -8.07431 -10.99852 0.000
H 16.97614 -8.12430 -11.14818 0.000
H 16.06315 -9.27116 -10.11856 -0.003
C 13.81113 -8.80175 -8.86999 0.000
O 14.42483 -9.85521 -9.17160 0.001
N 12.52169 -8.54871 -9.22581 0.000
N 14.40810 -7.80590 -8.15600 0.000
H 11.99658 -9.26783 -9.71392 0.000
H 12.02756 -7.71838 -8.91984 0.000
H 15.42253 -7.75184 -8.05678 0.000
H 13.92699 -6.96232 -7.86366 0.000
C 16.13995 -12.59844 -10.75766 0.002
O 16.80358 -12.73412 -9.68572 0.009
N 15.11303 -11.75168 -10.96420 0.003
N 16.43566 -13.33468 -11.89566 0.004
H 14.74735 -11.10458 -10.27409 -0.001
H 14.84582 -11.60013 -11.92822 0.000
H 15.72334 -13.44170 -12.61313 0.000
H 17.08685 -14.10882 -11.74266 0.001
C 18.48420 -12.83337 -2.87192 0.000
O 18.30568 -13.41505 -3.99299 0.000
N 18.75584 -11.49818 -2.75145 0.000
N 18.44134 -13.52725 -1.68212 0.000
H 18.76230 -10.90261 -3.57477 0.000
H 18.71526 -11.00639 -1.86372 0.000
H 18.39393 -14.53803 -1.71726 0.000
H 18.90500 -13.17151 -0.84781 0.000
C 19.35060 -6.44358 -6.97968 0.000
O 19.72817 -6.21500 -5.86190 0.000
N 18.58214 -7.56148 -7.32849 0.000
N 19.59805 -5.68199 -8.12456 0.000
H 18.28343 -8.24882 -6.64628 0.000
H 18.03639 -7.59956 -8.18356 0.000
H 20.09126 -4.80184 -7.97401 0.000
H 19.03726 -5.77934 -8.96185 0.000
C 20.00600 -12.86486 -11.02535 0.014
O 19.74849 -12.54571 -9.86234 0.047
N 19.49489 -13.90952 -11.68275 0.003
N 20.88068 -12.15568 -11.78914 0.002
H 18.88281 -14.61109 -11.27291 0.001
H 19.76316 -14.04101 -12.65131 0.000
H 21.13228 -12.43146 -12.73249 0.000
H 21.41529 -11.37187 -11.44925 0.000
C 17.10010 -8.88539 -4.74278 0.000
O 17.80166 -9.51804 -5.57539 0.006
N 17.39155 -7.60665 -4.34932 0.000
N 15.95339 -9.37376 -4.10863 0.000
H 16.84574 -6.98962 -3.74869 0.000
H 18.24265 -7.17410 -4.69679 0.000
H 15.34321 -8.78963 -3.53974 0.000
H 15.57781 -10.28599 -4.36186 0.000
C 20.68663 -11.16601 -6.42286 0.007
O 19.97868 -11.85099 -7.18429 0.004
N 21.08213 -11.60022 -5.17596 0.000
N 21.26110 -9.95570 -6.73748 0.000
H 21.64535 -10.99425 -4.58669 0.000
H 20.71167 -12.45895 -4.77665 -0.001
H 21.46699 -9.31383 -5.98254 0.000
H 21.05412 -9.62733 -7.68199 -0.002
C 16.03733 -11.96697 -6.17787 0.004
O 17.00182 -12.02593 -6.89632 0.065
N 14.83906 -11.38703 -6.53754 0.001
N 15.98042 -12.54591 -4.92689 0.001
H 14.01812 -11.48698 -5.95549 0.000
H 14.71370 -10.96896 -7.45398 0.000
H 16.80658 -12.97945 -4.52695 0.000
H 15.15826 -12.45988 -4.33808 0.000
C 18.21052 -15.14065 -7.32711 0.003
O 18.52813 -14.08242 -7.89374 0.019
N 17.96938 -16.29012 -8.04966 0.004
N 18.08632 -15.29354 -6.00217 0.006
H 18.04703 -16.21997 -9.05349 0.000
H 17.74380 -17.11977 -7.52321 0.000
H 17.72318 -16.12971 -5.55180 0.000
H 18.22866 -14.55678 -5.31241 -0.001
```

Computed properties:
2S+1 = 5
Total charge = +2
HOMO (spin up / spin down) = -12.89 / -11.01 eV
Electronic energy = -4671.84995 Ha

Entry 3:
Formula: C3H2N2O3
Source: the Open Molecules 2025 dataset
Level of theory: ωB97M-V/def2-TZVPD

Geometry as XYZ:
```
10
Properties=species:S:1:pos:R:3:nbo_charge:R:1
O -1.35782 1.82860 0.00756 -0.576
C -1.30625 0.59584 -0.07848 0.712
O -2.41028 -0.18365 -0.10567 -0.360
N -1.94656 -1.55046 0.01732 0.172
N -0.72008 -1.59563 0.01971 -0.149
C -0.12741 -0.33014 0.01583 -0.188
C 1.13402 0.23818 -0.00090 0.294
O 2.26891 -0.47392 -0.10188 -0.609
H 1.50282 1.28003 0.21717 0.216
H 2.96264 0.19115 0.00932 0.489
```

Computed properties:
2S+1 = 1
HOMO = -10.05 eV
Electronic energy = -450.65152 Ha
Energy above the lowest of the compared OMol25 structures with the same formula, charge and spin = 398.45 kJ/mol
Structure (SMILES) = O=C1ON=N/C1=C\O

Entry 4:
Formula: C57H53AlClNO15P
Source: the Open Molecules 2025 dataset
Level of theory: ωB97M-V/def2-TZVPD

Geometry as XYZ:
```
129
Properties=species:S:1:pos:R:3:lowdin_charge:R:1
C 2.21458 3.16586 1.69014 -0.086
C 1.84784 1.74958 2.22358 -0.318
C 1.38652 1.63872 3.70970 -0.054
C 1.90598 0.68210 1.35765 -0.068
C 1.42323 -0.78720 1.69181 -0.176
C -0.15212 -0.87426 1.62253 -0.186
C -0.70172 -2.11494 0.83822 -0.367
C -0.00247 -2.36062 -0.55345 -0.090
C -2.26993 -2.01393 0.59142 -0.270
C -3.00593 -1.91242 1.99726 -0.289
Al -3.66261 0.00189 2.26018 0.150
C -5.46675 0.20670 1.28262 -0.227
C -6.39764 1.21984 1.77295 -0.088
C -7.66686 1.23743 1.02180 -0.080
C -7.78782 0.29640 -0.06099 -0.221
N -6.91888 -0.62659 -0.50828 0.009
C -5.73940 -0.67950 0.16998 -0.171
P -4.09539 0.21732 4.58433 0.343
O -5.46563 -0.72798 4.96638 -0.485
Cl -4.62493 2.21973 5.06109 -0.011
H 2.54419 3.10415 0.62350 0.056
H 3.01058 3.63342 2.31891 0.074
H 1.29646 3.79874 1.76264 0.079
H 2.12971 2.11430 4.39521 0.075
H 0.39718 2.14892 3.83676 0.088
H 1.24861 0.57459 4.01958 0.050
H 2.33334 0.89103 0.34981 0.088
H 1.73788 -1.08157 2.74275 0.078
H 1.95454 -1.50571 1.01772 0.093
H -0.57378 0.08439 1.22750 0.083
H -0.50794 -0.97629 2.68315 0.104
H -0.58337 -3.01442 1.50679 0.131
H 0.78143 -3.16438 -0.48529 0.068
H 0.55385 -1.43975 -0.88420 0.070
H -0.71500 -2.68378 -1.35583 0.071
H -2.54056 -1.13178 -0.04544 0.088
H -2.58204 -2.95099 0.05697 0.101
H -3.85070 -2.64492 2.10375 0.053
H -2.24246 -2.17794 2.78127 0.025
H -2.60072 1.11908 1.86202 -0.068
H -6.18721 1.89076 2.62645 0.053
H -8.48343 1.94030 1.30953 0.084
H -8.76706 0.32837 -0.60444 0.087
H -4.99508 -1.44290 -0.13373 0.084
H -5.61203 -0.63172 5.92452 0.010
C 0.59160 3.53363 -4.11604 -0.024
C 1.00024 4.51054 -3.30809 0.011
C 0.85219 4.40490 -1.83875 -0.382
O 1.22338 5.29800 -1.10230 0.100
C 0.23554 3.17243 -1.30241 0.018
C -0.17306 2.19501 -2.10876 0.033
C -0.02553 2.30020 -3.57716 -0.383
O -0.39449 1.40807 -4.31716 0.098
H 0.69177 3.59280 -5.19000 0.109
H 1.45406 5.41716 -3.68270 0.115
H 0.13605 3.11105 -0.22610 0.112
H -0.62664 1.28636 -1.73174 0.123
C -1.20294 5.42173 -8.85072 0.023
C -0.29053 5.42066 -7.88126 0.033
C -0.66403 5.70011 -6.47614 -0.360
O 0.17000 5.70107 -5.59270 0.069
C -2.08921 5.97803 -6.18867 0.034
C -3.00209 5.97901 -7.15815 0.025
C -2.62948 5.70026 -8.56465 -0.387
O -3.46094 5.69918 -9.44917 0.104
H -0.94898 5.22050 -9.88377 0.120
H 0.75677 5.21784 -8.07228 0.108
H -2.34271 6.17874 -5.15523 0.127
H -4.04838 6.18083 -6.96681 0.124
C 5.80987 -2.54355 5.38936 0.016
C 4.73839 -1.75704 5.46670 0.026
C 3.41929 -2.20539 4.96368 -0.380
O 2.44265 -1.49014 5.03131 0.100
C 3.33722 -3.56184 4.37300 0.029
C 4.40946 -4.34799 4.29604 0.022
C 5.72831 -3.89999 4.79892 -0.392
O 6.70678 -4.61700 4.73110 0.095
H 6.78212 -2.23308 5.75085 0.119
H 4.77938 -0.76352 5.89542 0.123
H 2.36418 -3.87286 4.01102 0.120
H 4.36818 -5.34129 3.86721 0.123
C -1.15057 -3.64393 7.32354 0.024
C -0.41391 -4.31555 6.44203 0.015
C -0.99954 -4.82399 5.17960 -0.387
O -0.32405 -5.43969 4.37622 0.081
C -2.43458 -4.55529 4.93548 0.012
C -3.17228 -3.88273 5.81791 0.019
C -2.58728 -3.37437 7.07922 -0.382
O -3.25661 -2.75980 7.88422 0.099
H -0.73992 -3.26543 8.25121 0.120
H 0.63732 -4.52054 6.60386 0.114
H -2.84573 -4.93279 4.00785 0.124
H -4.22288 -3.67731 5.65495 0.122
C 3.86292 2.44967 -4.23724 0.043
C 4.83931 2.57524 -5.13220 0.029
C 6.26074 2.57102 -4.72358 -0.386
O 7.15235 2.68822 -5.54251 0.090
C 6.55627 2.42016 -3.27973 0.020
C 5.57932 2.29427 -2.38298 0.031
C 4.15555 2.29834 -2.79328 -0.357
O 3.26379 2.18074 -1.97781 0.115
H 2.81944 2.45140 -4.51912 0.104
H 4.64104 2.68558 -6.19076 0.100
H 7.60202 2.41866 -2.99932 0.120
H 5.77637 2.18350 -1.32394 0.125
C -5.26497 -7.03851 7.59130 0.027
C -4.85246 -7.95586 8.46396 0.018
C -3.96836 -9.06906 8.04835 -0.391
O -3.59338 -9.90725 8.84348 0.097
C -3.55928 -9.12184 6.62571 0.019
C -3.97154 -8.20475 5.75272 0.025
C -4.85606 -7.09155 6.16844 -0.387
O -5.22981 -6.25471 5.37502 0.106
H -5.91158 -6.21813 7.87659 0.126
H -5.14072 -7.93221 9.50734 0.121
H -2.91230 -9.94174 6.34046 0.121
H -3.68278 -8.22810 4.70927 0.125
C 3.60301 3.97389 -10.89294 0.021
C 4.58128 4.09763 -11.78729 0.022
C 6.00453 4.09065 -11.37523 -0.386
O 6.89642 4.20559 -12.19006 0.107
C 6.29648 3.93882 -9.93099 0.030
C 5.31782 3.81474 -9.03700 0.028
C 3.89544 3.82230 -9.44885 -0.379
O 3.00096 3.70837 -8.63398 0.095
H 2.55769 3.97780 -11.17539 0.120
H 4.38586 4.20865 -12.84645 0.122
H 7.34140 3.93487 -9.64784 0.126
H 5.51482 3.70383 -7.97817 0.102
```

Computed properties:
2S+1 = 1
Total charge = -1
HOMO = -4.12 eV
Electronic energy = -4430.96487 Ha